Entry 1:
{"formula": "C7H15NO5", "method": "the ωB97M-V functional and the def2-TZVPD basis", "de_lowest_kj_mol": 1007.5, "homo_lumo_gap_ha": [0.2996, 0.3481], "lumo_ha": [-0.052, -0.041], "charge": 0, "elements": ["N", "O", "O", "O", "C", "C", "C", "C", "C", "C", "C", "O", "O", "H", "H", "H", "H", "H", "H", "H", "H", "H", "H", "H", "H", "H", "H", "H"], "positions_angstrom": [[2.13, -1.33, -4.13], [1.86, -2.49, -4.31], [0.50, -0.27, -3.80], [3.13, -0.68, -3.89], [0.78, 0.82, 2.70], [-0.04, -0.41, 2.32], [0.59, -1.68, 2.88], [-0.22, -0.53, 0.81], [-0.92, 0.69, 0.22], [-0.98, 0.67, -1.30], [-1.93, 1.70, -1.85], [0.31, 0.99, -1.83], [0.80, -0.37, -2.56], [1.77, 0.81, 2.22], [0.28, 1.75, 2.41], [0.93, 0.85, 3.78], [-1.05, -0.30, 2.75], [1.59, -1.85, 2.45], [0.70, -1.59, 3.97], [-0.03, -2.55, 2.67], [0.76, -0.65, 0.31], [-0.81, -1.43, 0.58], [-1.94, 0.72, 0.63], [-0.43, 1.62, 0.56], [-1.28, -0.34, -1.62], [-2.93, 1.62, -1.39], [-1.54, 2.71, -1.68], [-2.04, 1.52, -2.92]], "nbo_charge": [0.567, -0.270, -0.089, -0.263, -0.609, -0.212, -0.599, -0.394, -0.419, 0.057, -0.621, -0.283, 0.041, 0.205, 0.206, 0.210, 0.188, 0.203, 0.207, 0.207, 0.202, 0.199, 0.204, 0.212, 0.198, 0.214, 0.218, 0.220]}

=====

Entry 2:
{"formula": "C7H15O2P", "method": "the ωB97M-V functional and the def2-TZVPD basis", "de_lowest_kj_mol": 377.7, "homo_lumo_gap_ha": 0.3117, "lumo_ha": -0.027, "charge": 0, "elements": ["C", "C", "C", "C", "C", "C", "H", "H", "H", "H", "H", "H", "H", "H", "H", "H", "H", "H", "C", "O", "H", "H", "O", "P", "H"], "positions_angstrom": [[-1.16, -1.15, 0.57], [0.01, -0.91, 0.01], [0.36, -0.59, -1.44], [1.38, 0.54, -1.79], [1.27, -1.02, 0.84], [2.14, -2.22, 0.29], [-2.18, -1.16, 0.14], [-1.11, -1.45, 1.58], [0.78, -1.42, -1.87], [-0.62, -0.36, -2.03], [2.13, 0.67, -1.09], [0.81, 1.47, -1.88], [1.80, 0.47, -2.74], [1.99, -0.15, 0.74], [1.02, -1.20, 1.92], [1.53, -2.66, -0.52], [2.23, -2.87, 1.17], [3.14, -1.98, 0.08], [-0.82, 3.35, 0.92], [-0.68, 3.36, -0.23], [-1.01, 4.28, 1.62], [-0.89, 2.55, 1.69], [-4.17, 1.47, -0.22], [-3.42, 1.00, 0.92], [-4.55, 0.00, 1.33]], "nbo_charge": [-0.445, 0.057, -0.439, -0.604, -0.439, -0.614, 0.196, 0.195, 0.210, 0.213, 0.198, 0.221, 0.211, 0.215, 0.205, 0.211, 0.213, 0.210, 0.308, -0.475, 0.066, 0.099, -0.976, 1.134, -0.168]}

=====

Entry 3:
{"formula": "C7H15O3P", "method": "the ωB97M-V functional and the def2-TZVPD basis", "de_lowest_kj_mol": 107.6, "homo_lumo_gap_ha": 0.3634, "lumo_ha": 0.023, "charge": 0, "elements": ["C", "C", "C", "C", "C", "P", "O", "O", "C", "C", "O", "H", "H", "H", "H", "H", "H", "H", "H", "H", "H", "H", "H", "H", "H", "H"], "positions_angstrom": [[0.96, 0.94, 0.43], [1.06, -0.50, -0.05], [0.84, -1.43, 1.23], [2.35, -1.13, -0.61], [-0.07, -0.63, -1.03], [-2.14, -0.97, -0.12], [-2.49, -2.38, -0.09], [-3.12, -0.09, -1.07], [-3.45, 1.14, -0.48], [-2.84, 1.14, 0.97], [-2.30, -0.11, 1.18], [0.92, 1.60, -0.39], [1.82, 1.27, 1.20], [0.14, 1.19, 1.07], [0.27, -2.34, 0.84], [1.91, -1.71, 1.60], [0.29, -0.85, 1.95], [2.50, -2.11, -0.15], [2.33, -1.02, -1.78], [3.07, -0.44, -0.32], [-0.33, 0.27, -1.63], [-0.08, -1.55, -1.74], [-4.47, 1.22, -0.54], [-2.90, 1.90, -1.05], [-2.00, 2.01, 1.01], [-3.54, 1.23, 1.77]], "nbo_charge": [-0.604, -0.138, -0.602, -0.598, -0.587, 2.257, -1.071, -0.788, -0.093, -0.087, -0.799, 0.203, 0.206, 0.214, 0.232, 0.205, 0.209, 0.224, 0.208, 0.214, 0.209, 0.237, 0.195, 0.178, 0.172, 0.203]}

=====

Entry 4:
{"formula": "C7H15O4Pb", "method": "the ωB97M-V functional and the def2-TZVPD basis", "multiplicity": 2, "homo_lumo_gap_ha": [0.2046, 0.2035], "s_squared": 0.8346, "lumo_ha": [0.009, 0.007], "charge": 0, "elements": ["C", "O", "C", "H", "H", "H", "H", "Pb", "C", "O", "C", "C", "O", "C", "C", "O", "H", "H", "H", "H", "H", "H", "H", "H", "H", "H", "H"], "positions_angstrom": [[-2.25, 2.21, -0.51], [-1.50, 1.37, 0.24], [-0.58, 1.90, 1.23], [-2.38, 0.79, -1.91], [-1.78, 3.16, -0.78], [-0.91, 1.53, 2.22], [-0.61, 3.00, 1.19], [1.27, 0.97, 0.40], [-2.28, -0.31, -2.59], [-0.94, -0.43, -2.94], [-0.33, -1.65, -2.60], [0.29, -1.65, -1.21], [1.26, -0.61, -1.06], [2.61, -0.93, -1.39], [3.40, 0.37, -1.30], [3.10, 1.07, -0.14], [-2.90, -0.66, -3.44], [-2.73, -0.87, -1.76], [0.44, -1.83, -3.36], [-1.06, -2.48, -2.64], [-0.47, -1.48, -0.44], [0.76, -2.62, -1.02], [2.66, -1.36, -2.41], [2.98, -1.68, -0.67], [4.48, 0.10, -1.36], [3.19, 0.97, -2.21], [-3.33, 2.09, -0.33]], "lowdin_spin": [0.624, 0.178, -0.047, 0.017, 0.034, -0.001, 0.004, 0.085, 0.059, 0.005, 0.002, -0.001, -0.001, 0.000, -0.001, 0.001, 0.003, 0.000, 0.000, 0.000, 0.000, 0.000, 0.000, 0.000, -0.001, -0.001, 0.040]}

=====

Entry 5:
{"formula": "C7H16CeO4", "method": "the ωB97M-V functional and the def2-TZVPD basis", "multiplicity": 3, "homo_lumo_gap_ha": [0.3117, 0.2981], "s_squared": 2.0041, "lumo_ha": [-0.268, -0.283], "charge": 2, "elements": ["C", "O", "H", "H", "H", "C", "O", "C", "C", "O", "C", "C", "O", "C", "H", "H", "H", "H", "H", "H", "H", "H", "H", "H", "H", "H", "H", "Ce"], "positions_angstrom": [[3.59, 1.78, 0.03], [2.25, 1.87, -0.30], [4.06, 2.78, 0.06], [3.77, 1.32, 1.02], [4.13, 1.15, -0.70], [-1.19, 1.93, -2.39], [-0.73, 0.80, -1.77], [-1.01, -0.47, -2.38], [-0.04, -1.48, -1.78], [0.00, -1.31, -0.30], [-0.97, -1.99, 0.50], [-0.81, -1.46, 1.91], [-0.80, -0.03, 1.84], [-0.78, 0.62, 3.11], [-2.16, 1.84, -2.88], [-0.75, 2.84, -2.00], [-0.86, -0.40, -3.47], [-2.05, -0.71, -2.16], [0.92, -1.36, -2.29], [-0.25, -2.54, -1.98], [-0.78, -3.07, 0.48], [-1.98, -1.80, 0.13], [0.15, -1.78, 2.34], [-1.63, -1.80, 2.54], [-0.72, 1.70, 2.92], [-1.70, 0.39, 3.65], [0.09, 0.29, 3.69], [0.26, 0.88, 0.17]], "lowdin_spin": [-0.001, -0.010, 0.000, 0.000, 0.000, 0.703, 0.175, 0.014, 0.001, -0.002, 0.000, 0.000, -0.001, 0.000, 0.039, 0.038, 0.003, 0.001, 0.000, 0.000, 0.000, 0.000, 0.000, 0.000, 0.000, 0.000, 0.000, 1.039]}

=====

Entry 6:
{"formula": "C7H16Cl10Hg2O2", "method": "the ωB97M-V functional and the def2-TZVPD basis", "de_lowest_kj_mol": 0.0, "homo_lumo_gap_ha": 0.1743, "lumo_ha": -0.387, "charge": 2, "elements": ["Hg", "Hg", "C", "O", "H", "H", "H", "C", "O", "H", "H", "H", "C", "Cl", "Cl", "H", "H", "C", "Cl", "Cl", "H", "H", "C", "Cl", "Cl", "H", "H", "C", "Cl", "Cl", "H", "H", "C", "Cl", "Cl", "H", "H"], "positions_angstrom": [[1.66, 0.55, 2.61], [-2.00, 0.52, 2.08], [-0.69, -0.15, 5.01], [-0.40, 0.31, 3.69], [-1.31, 0.52, 5.60], [-1.14, -1.15, 5.03], [0.23, -0.41, 5.53], [0.21, 0.20, -0.51], [0.06, 0.50, 0.87], [0.82, 0.96, -1.01], [0.73, -0.75, -0.60], [-0.76, 0.24, -1.01], [-4.09, 2.90, -0.84], [-5.58, 3.32, 0.02], [-2.86, 1.92, 0.03], [-4.38, 2.33, -1.72], [-3.53, 3.75, -1.22], [3.43, -0.67, -3.41], [3.66, 0.69, -2.22], [2.20, -1.81, -2.89], [3.07, -0.17, -4.30], [4.36, -1.23, -3.49], [-2.76, -2.85, -2.46], [-2.12, -2.94, -4.12], [-3.04, -1.21, -1.91], [-3.69, -3.41, -2.38], [-2.01, -3.36, -1.85], [2.61, 3.60, 0.03], [1.69, 3.66, 1.54], [2.63, 5.21, -0.76], [3.62, 3.27, 0.21], [2.17, 2.85, -0.62], [1.55, -3.45, 0.99], [1.01, -2.40, 2.30], [0.30, -4.23, 0.06], [2.19, -2.86, 0.34], [2.18, -4.26, 1.37]], "nbo_charge": [1.558, 1.569, -0.275, -1.013, 0.200, 0.186, 0.193, -0.262, -1.012, 0.171, 0.174, 0.197, -0.373, 0.086, -0.093, 0.254, 0.256, -0.361, -0.086, -0.026, 0.242, 0.244, -0.400, 0.005, -0.053, 0.237, 0.220, -0.409, -0.001, 0.044, 0.233, 0.223, -0.424, -0.034, 0.044, 0.234, 0.254]}

=====

Entry 7:
{"formula": "C7H16ClGaIO3P", "method": "the ωB97M-V functional and the def2-TZVPD basis", "de_lowest_kj_mol": 0.0, "homo_lumo_gap_ha": 0.2714, "lumo_ha": -0.328, "charge": 2, "elements": ["C", "C", "H", "H", "H", "O", "I", "Ga", "P", "C", "C", "H", "H", "H", "C", "H", "H", "H", "H", "H", "H", "C", "O", "Cl", "C", "O", "H", "H", "H", "H"], "positions_angstrom": [[5.11, -4.29, -3.05], [3.93, -3.44, -3.38], [5.53, -4.67, -4.00], [4.81, -5.13, -2.41], [5.86, -3.70, -2.50], [3.44, -3.14, -4.42], [2.73, -2.44, -1.44], [0.84, -0.96, -0.42], [-1.20, -2.10, 0.09], [-2.84, -1.87, -0.65], [-0.66, -3.72, -0.55], [-0.63, -2.40, 2.44], [-2.07, -3.35, 1.97], [-2.21, -1.60, 2.25], [-1.56, -2.39, 1.86], [0.36, -3.95, -0.20], [-1.35, -4.49, -0.20], [-3.43, -2.78, -0.52], [-2.75, -1.64, -1.71], [-0.65, -3.71, -1.65], [-3.36, -1.04, -0.15], [-0.50, 0.28, -1.55], [-1.29, 1.05, -1.92], [2.05, -0.60, 1.39], [0.50, 2.46, 1.58], [-0.39, 1.33, 1.38], [1.50, 2.06, 1.42], [0.44, 2.93, 2.59], [0.32, 3.23, 0.81], [-1.19, 1.44, 1.92]], "nbo_charge": [-0.753, 0.736, 0.319, 0.298, 0.302, -0.323, -0.020, 0.959, 0.919, -0.938, -0.946, 0.279, 0.277, 0.273, -0.931, 0.259, 0.275, 0.291, 0.260, 0.260, 0.276, 0.549, -0.290, -0.366, -0.264, -0.775, 0.187, 0.212, 0.183, 0.494]}

=====

Entry 8:
{"formula": "C7H16FNO2P", "method": "the ωB97M-V functional and the def2-TZVPD basis", "de_lowest_kj_mol": 132.2, "homo_lumo_gap_ha": 0.1876, "lumo_ha": 0.111, "charge": -1, "elements": ["N", "P", "C", "F", "H", "H", "H", "H", "C", "C", "O", "C", "H", "H", "H", "H", "H", "H", "C", "C", "O", "C", "H", "H", "H", "H", "H", "H"], "positions_angstrom": [[1.94, 1.18, -2.11], [0.84, 0.20, -1.49], [-0.73, 0.88, -1.10], [-1.65, -0.29, -1.10], [2.75, 1.27, -1.51], [0.63, -0.95, -2.33], [1.30, -0.48, -0.34], [-1.06, 1.51, -1.93], [-0.32, 3.75, 2.82], [-0.90, 4.14, 1.48], [-0.38, 3.83, 0.44], [-2.20, 4.92, 1.52], [0.59, 3.18, 2.65], [-0.11, 4.63, 3.42], [-1.04, 3.13, 3.37], [-2.07, 5.85, 2.07], [-2.97, 4.34, 2.04], [-2.53, 5.13, 0.51], [0.84, -4.43, -2.12], [1.08, -4.08, -0.67], [1.61, -3.05, -0.35], [0.60, -5.09, 0.35], [1.21, -3.62, -2.75], [1.34, -5.37, -2.38], [-0.23, -4.57, -2.30], [1.09, -6.05, 0.19], [-0.47, -5.25, 0.24], [0.82, -4.73, 1.35]], "nbo_charge": [-1.387, 1.319, -0.603, -0.481, 0.343, -0.189, -0.119, 0.137, -0.718, 0.567, -0.476, -0.716, 0.242, 0.206, 0.219, 0.208, 0.219, 0.234, -0.722, 0.588, -0.513, -0.717, 0.251, 0.210, 0.227, 0.214, 0.225, 0.232]}